The following is a DFT calculation (ωB97M-V/def2-TZVPD) of a cluster of 2 separate species, C8H13N4 in total.

LUMO (alpha / beta): -5.4 / -5.4 eV
Maximum force: 3.48 eV/Å
ΔE to the lowest compared entry with this formula, charge and spin: 6.216 eV
Total charge: +1

Each atom is followed by the atoms it is bonded to, with distances in Å.
Geometry (Å):
1 C 0.13940 1.06310 -0.22123  C2 1.387, N9 1.389, N11 1.358
2 C 0.77278 -0.17099 -0.19708  C1 1.387, N12 1.371
3 C -1.42512 -0.50837 -0.08968  C6 1.431, N11 1.302, N12 1.361
4 C 1.77939 2.66137 0.08475  N9 1.312, H13 1.113, H14 1.115
5 C 3.76712 -0.56881 0.35025  N10 1.246, H15 1.067, H16 1.142
6 C -2.73616 -1.07759 -0.01067  C3 1.431, H17 1.121, H18 1.166, H19 1.132
7 C -2.19269 1.77945 -0.24192  N11 1.429, H20 1.079, H21 1.103, H22 1.085
8 C 0.14649 -2.50246 -0.00867  N12 1.431, H23 1.102, H24 1.073, H25 1.134
9 N 0.51233 2.39798 -0.12873  C1 1.389, C4 1.312
10 N 3.01496 -1.11617 -0.47804  C5 1.246
11 N -1.18525 0.76942 -0.16009  C1 1.358, C3 1.302, C7 1.429
12 N -0.20895 -1.11751 -0.05887  C2 1.371, C3 1.361, C8 1.431
13 H 2.17994 3.69581 0.17175  C4 1.113
14 H 2.68254 2.00810 0.11212  C4 1.115
15 H 3.63947 -0.18783 1.33835  C5 1.067
16 H 4.85554 -0.80114 0.09352  C5 1.142
17 H -2.62595 -1.97394 0.65332  C6 1.121
18 H -3.29822 -1.47382 -0.95193  C6 1.166
19 H -3.42970 -0.33851 0.49298  C6 1.132
20 H -1.70658 2.71615 -0.01817  C7 1.079
21 H -2.62266 1.82120 -1.25706  C7 1.103
22 H -2.92513 1.50003 0.50883  C7 1.085
23 H -0.41988 -2.98170 0.80558  C8 1.102
24 H 1.17989 -2.62496 0.25228  C8 1.073
25 H 0.10642 -2.96878 -1.04162  C8 1.134